{
  "formula": "C2H11NO3",
  "method": "the ωB97M-V functional and the def2-TZVPD basis",
  "homo_ev": -9.473,
  "smiles": "CNCO.O.O",
  "total_charge": 0,
  "symbols": ["O", "O", "O", "N", "C", "C", "H", "H", "H", "H", "H", "H", "H", "H", "H", "H", "H"],
  "coordinates": [[2.2534, 1.5337, 1.4113], [-3.8070, -0.6214, 0.4846], [-2.5715, -0.4524, -2.3358], [1.5247, -0.5926, 0.4175], [1.1793, 0.6203, 1.1480], [2.4320, -0.4346, -0.7255], [-1.7857, -0.8943, -2.6756], [-4.4607, -0.0645, 0.9565], [0.8305, 0.3786, 2.1471], [2.4179, 2.0161, 0.6039], [-2.4142, 0.3431, -1.8566], [-4.3192, -1.4112, 0.2583], [2.6362, -1.4349, -1.1285], [0.4451, 1.0956, 0.4860], [2.1465, -1.0794, 1.0706], [3.4513, -0.1589, -0.4280], [2.0617, 0.1674, -1.5523]]
}

***

{
  "formula": "C2H11NO4",
  "method": "the ωB97M-V functional and the def2-TZVPD basis",
  "homo_ev": -9.042,
  "smiles": "NCC=O.O.O.O",
  "total_charge": 0,
  "symbols": ["O", "O", "O", "O", "N", "C", "C", "H", "H", "H", "H", "H", "H", "H", "H", "H", "H", "H"],
  "coordinates": [[-1.2215, 0.9349, -2.3518], [-1.8747, -1.9704, 1.3662], [0.8478, -2.3280, 0.7387], [-1.3749, 2.1292, 0.2804], [1.9838, 0.7718, 0.2561], [-0.4528, 1.3603, 0.2186], [0.9553, 1.7241, -0.1575], [0.9128, -2.0688, -0.1893], [-0.6372, 0.2850, 0.4289], [-0.9372, -1.9205, 1.1009], [-1.8532, -2.4397, 2.2076], [0.8530, -3.2981, 0.7252], [-2.0840, 1.0231, -1.9373], [1.5216, -0.1091, 0.4383], [1.2185, 2.7158, 0.2090], [2.5325, 1.0187, 1.0609], [0.8849, 1.7718, -1.2489], [-1.2747, 0.3999, -3.1457]]
}

***

{
  "formula": "C2H11NO5",
  "method": "the ωB97M-V functional and the def2-TZVPD basis",
  "homo_ev": -9.892,
  "smiles": "O=CNCO.O.O.O",
  "total_charge": 0,
  "symbols": ["O", "O", "O", "O", "O", "N", "C", "C", "H", "H", "H", "H", "H", "H", "H", "H", "H", "H", "H"],
  "coordinates": [[0.4132, -0.0670, -3.1317], [-2.6182, -0.3981, 0.6924], [0.1317, 1.5437, -0.9965], [-1.8054, -0.0112, 3.5895], [1.7063, -1.4730, 0.9089], [1.8401, 0.3036, -0.4016], [1.3024, 1.4954, -0.9410], [0.9094, -0.7298, 0.0114], [-0.9081, 0.3776, 3.3126], [0.0078, -0.2367, 0.5717], [-2.3579, 0.1307, 2.8645], [-0.3138, -0.6039, -3.1840], [-3.4958, 0.0015, 1.0413], [2.0803, 2.2328, -1.2271], [-2.1489, 0.3452, 0.1678], [2.8297, 0.0545, -0.3671], [1.9137, -2.3180, 0.6359], [0.0806, 0.8056, -2.7717], [0.4330, -1.4528, -0.7752]]
}

***

{
  "formula": "C2H11O3S",
  "method": "the ωB97M-V functional and the def2-TZVPD basis",
  "homo_ev": -3.575,
  "total_charge": -1,
  "symbols": ["S", "O", "O", "O", "C", "C", "H", "H", "H", "H", "H", "H", "H", "H", "H", "H", "H"],
  "coordinates": [[0.7581, 0.0110, -0.6922], [0.4350, 1.1220, 2.2352], [-0.6282, 2.8812, -0.8298], [0.5794, -1.7067, 2.5605], [-0.8483, -1.9309, -1.8642], [-0.8969, -0.5781, -1.1712], [0.4462, 0.8176, 1.2855], [-0.1963, 2.0612, -0.4970], [0.8310, -0.7682, 2.4887], [-0.1234, 3.0155, -1.6384], [0.6239, -1.9554, 1.6259], [-0.5126, 1.1446, 2.4038], [-0.2012, -1.8650, -2.7362], [-1.3508, 0.1313, -1.8750], [-1.8373, -2.2570, -2.2163], [-0.4756, -2.7095, -1.1940], [-1.5513, -0.5511, -0.2950]]
}

***

{
  "formula": "C2H11O4",
  "method": "the ωB97M-V functional and the def2-TZVPD basis",
  "homo_ev": -4.560,
  "total_charge": -1,
  "symbols": ["O", "O", "O", "O", "C", "C", "H", "H", "H", "H", "H", "H", "H", "H", "H", "H", "H"],
  "coordinates": [[0.7075, -2.4747, 1.2766], [-0.1345, -0.2966, 0.1641], [-1.8780, -1.4710, -1.2646], [-0.4729, 1.4137, 2.3067], [0.5183, 1.5189, -1.2756], [0.9626, 0.3200, -0.4236], [0.0138, 2.2102, -0.5939], [-0.4698, 0.7942, 1.5289], [-0.2153, 1.2117, -2.0199], [1.6037, -0.3138, -1.0467], [-1.5145, -1.6426, -2.1350], [-1.3946, 1.3413, 2.5774], [-1.0811, -0.9698, -0.7844], [0.2364, -1.6370, 0.9321], [0.1260, -2.6992, 2.0026], [1.3801, 2.0700, -1.6651], [1.6123, 0.6247, 0.4205]]
}

***

{
  "formula": "C2H11O4",
  "method": "the ωB97M-V functional and the def2-TZVPD basis",
  "homo_ev": -3.980,
  "total_charge": -1,
  "symbols": ["O", "O", "O", "O", "C", "C", "H", "H", "H", "H", "H", "H", "H", "H", "H", "H", "H"],
  "coordinates": [[-1.1146, 3.1659, 0.0141], [-0.1202, 0.7964, -2.4682], [0.3282, -0.8938, -0.6536], [-1.4098, -2.8268, 0.0334], [0.4498, 0.0041, 0.3988], [1.5378, -0.3716, 1.4087], [-0.5140, 0.0695, 0.9527], [1.8130, -1.4178, 1.2806], [0.1686, 0.0124, -1.8388], [1.1428, -0.2367, 2.4215], [-1.2629, -3.2300, 0.8910], [-0.7535, 0.3137, -3.0105], [2.4455, 0.2377, 1.3531], [-1.4538, 3.2195, -0.8801], [0.6039, 1.0324, 0.0179], [-1.1362, 2.2110, 0.0802], [-0.7247, -2.0858, -0.0009]]
}

***

{
  "formula": "C2H11O4",
  "method": "the ωB97M-V functional and the def2-TZVPD basis",
  "homo_ev": -3.736,
  "total_charge": -1,
  "symbols": ["O", "O", "O", "O", "C", "C", "H", "H", "H", "H", "H", "H", "H", "H", "H", "H", "H"],
  "coordinates": [[-0.3420, -0.0264, 0.7817], [1.2606, 2.1299, 0.5758], [0.9798, 0.1707, -1.8117], [1.6371, -3.0705, 0.6248], [-2.1557, 0.7357, -0.6572], [-1.7098, 0.0338, 0.6250], [-3.2319, 0.7722, -0.5611], [1.0840, -2.5119, 1.2701], [-2.1854, -1.0529, 0.7009], [-2.1962, -0.0761, -1.4708], [-1.5077, 1.6419, -0.9253], [1.9301, -2.4251, -0.0891], [-2.1948, 0.3747, 1.5524], [1.5570, 0.8722, -1.5380], [0.7058, 1.2802, 0.4949], [0.4025, 0.1002, -0.9273], [0.5446, 2.7778, 0.3219]]
}

***

{
  "formula": "C2H12BeO6",
  "method": "the ωB97M-V functional and the def2-TZVPD basis",
  "homo_ev": -8.844,
  "total_charge": 0,
  "symbols": ["O", "O", "O", "O", "O", "O", "C", "C", "Be", "H", "H", "H", "H", "H", "H", "H", "H", "H", "H", "H", "H"],
  "coordinates": [[0.0132, 0.9558, 0.9314], [-0.4198, 2.0098, -1.5966], [-1.8918, -0.0462, -0.6726], [0.7612, -0.3272, -0.9526], [-1.0298, -0.2552, 3.1394], [0.2552, -2.9562, -1.3326], [1.8882, 0.1168, -0.2156], [1.2662, 0.2948, 1.0794], [-0.3158, 0.6828, -0.5526], [0.5002, -2.0412, -1.2516], [-1.0048, 1.8088, -2.3526], [-2.5158, -0.1032, 0.0654], [0.9662, -0.6412, 1.4534], [2.3392, 0.9818, -0.6536], [-1.6698, 0.2958, 3.5674], [2.6382, -0.6762, -0.1716], [-0.0508, -3.1272, -2.2086], [-0.7448, 0.2488, 2.3344], [-0.8018, 2.7608, -1.1376], [-2.1108, -0.7892, -1.2246], [1.9282, 0.8068, 1.7524]]
}

***

{
  "formula": "C2H12ClN4O4",
  "method": "the ωB97M-V functional and the def2-TZVPD basis",
  "homo_ev": [-9.931, -9.927],
  "total_charge": 0,
  "spin_multiplicity": 2,
  "s_squared": 0.752,
  "symbols": ["Cl", "O", "O", "O", "O", "N", "N", "N", "N", "C", "C", "H", "H", "H", "H", "H", "H", "H", "H", "H", "H", "H", "H"],
  "coordinates": [[-1.8247, -0.0214, -0.8053], [-0.6183, -2.9648, -0.7146], [-2.4245, 2.4637, 2.1442], [-2.2489, -0.3327, -3.8473], [1.6226, -2.1108, -1.7506], [-0.9447, 2.6707, 3.8126], [3.4233, -0.9810, -1.1843], [1.5416, 0.0336, -1.5682], [-0.9702, 0.9192, 2.6426], [2.1829, -1.0840, -1.5065], [-1.5010, 2.0505, 2.8410], [-1.0995, -2.1437, -0.6128], [3.9081, -0.1048, -1.0528], [-0.1710, 0.6167, 3.1811], [0.2102, -2.7088, -1.1199], [-1.2531, 0.3650, 1.8471], [1.8592, 0.8986, -1.1546], [0.5547, -0.1476, -1.6831], [-1.3660, 3.5753, 3.9690], [-0.2768, 2.2925, 4.4690], [-2.2136, -1.2875, -3.9061], [-2.3267, -0.1527, -2.9104], [3.9362, -1.8460, -1.0905]]
}

***

{
  "formula": "C2H12N2O2",
  "method": "the ωB97M-V functional and the def2-TZVPD basis",
  "homo_ev": -9.686,
  "smiles": "NCCN.O.O",
  "total_charge": 0,
  "symbols": ["O", "O", "N", "N", "C", "C", "H", "H", "H", "H", "H", "H", "H", "H", "H", "H", "H", "H"],
  "coordinates": [[2.1969, -0.1478, 1.3916], [-1.1092, 2.3314, 0.0504], [-1.0789, -0.4214, 0.9172], [0.9314, 0.1323, -1.1143], [-1.2289, -1.0005, -0.3993], [0.0916, -1.0934, -1.1415], [-1.1953, 1.4967, 0.5549], [1.3163, 0.2757, -2.0279], [1.7658, -0.1327, 0.5041], [-1.6370, -2.0145, -0.3839], [2.7603, -0.9266, 1.4148], [0.6625, -1.8746, -0.6182], [-1.0219, 3.0331, 0.7004], [0.4131, 0.9825, -0.8924], [-1.8173, -0.8006, 1.4944], [0.0081, -1.4535, -2.1664], [-0.1945, -0.6894, 1.3551], [-1.9615, -0.3609, -0.9004]]
}

***

| no. | E (hartree) |
| --- | --- |
| 1 | -363.22996 |
| 2 | -438.48650 |
| 3 | -513.70891 |
| 4 | -706.76913 |
| 5 | -383.79822 |
| 6 | -383.78008 |
| 7 | -383.75626 |
| 8 | -549.69037 |
| 9 | -1063.54091 |
| 10 | -343.38710 |